1.
Here is a structure of composition C3H3FOS in a non-equilibrium geometry from the Open Molecules 2025 dataset. Energies are from the ωB97M-V functional and the def2-TZVPD basis.

Kohn-Sham gap = 8.975 eV
ΔE to the lowest compared entry with this formula, charge and spin = 266.4 kJ/mol
total charge = 0
E_LUMO = -0.220 eV
F_max = 4.8 eV Å⁻¹

Last column: Löwdin charge in e.
Atoms and positions in Å:
C  -1.699  0.525  -0.201  -0.039
C  -0.327  0.583  0.123  -0.110
C  1.634  -0.933  0.106  -0.680
H  -2.432  1.340  -0.299  0.107
H  0.137  1.725  0.656  0.218
H  1.836  -1.940  0.193  0.041
O  0.357  -0.634  0.062  -0.132
F  -2.355  -0.759  -0.328  -0.067
S  2.849  0.093  -0.311  0.660


2.
Here is a cluster of 2 separate species, C3H3FP2 in total in a non-equilibrium geometry from the Open Molecules 2025 dataset. Energies are from the ωB97M-V functional and the def2-TZVPD basis.

Kohn-Sham gap (spin up / spin down) = 7.168 / 7.163 eV
ΔE to the lowest compared entry with this formula, charge and spin = 366.0 kJ/mol
total charge = 0
E_LUMO (spin up / spin down) = -1.996 / -2.001 eV
F_max = 4.7 eV Å⁻¹

Last column: Löwdin charge in e.
Atoms and positions in Å:
C  -0.307  1.367  0.003  -0.502
C  -1.063  0.262  0.193  -0.349
C  1.177  -0.978  -0.056  -0.721
F  -3.272  0.395  -0.256  -0.452
P  1.335  0.930  -0.111  0.929
P  -0.603  -1.459  0.270  0.910
H  -0.646  2.358  0.298  0.076
H  1.369  -1.419  -1.033  0.013
H  2.010  -1.456  0.692  0.097


3.
Here is the molecule C3H3FS in a non-equilibrium geometry from the Open Molecules 2025 dataset. Energies are from the ωB97M-V functional and the def2-TZVPD basis.

Kohn-Sham gap = 7.843 eV
ΔE to the lowest compared entry with this formula, charge and spin = 36.4 kJ/mol
SMILES string = C=C(F)C=S
total charge = 0
E_LUMO = -1.125 eV
F_max = 4.5 eV Å⁻¹

Last column: Löwdin charge in e.
Atoms and positions in Å:
C  0.626  -0.488  0.942  0.129
C  -0.327  0.115  0.288  -0.486
F  -1.494  0.312  0.955  0.039
C  -0.266  0.365  -1.049  -0.651
S  -1.425  0.893  -2.038  0.745
H  0.640  -0.842  1.954  0.082
H  1.626  -0.427  0.546  0.082
H  0.622  0.071  -1.598  0.061